Entry one
An isolated molecule of C11H12N2OS. Source: OMol25; level of theory: ωB97M-V with the def2-TZVPD basis set.

Each line ends with the Löwdin charge.
Geometry (Å):
S 0.6254 -2.2375 -0.0476  1.02
O -0.9219 1.3787 -2.7892  0.08
N -2.0238 -3.5265 1.0638  0.09
N -0.5282 -0.2535 -1.3190  0.14
C 1.0101 1.6641 -0.1789  -0.04
C 1.0976 0.4032 0.3098  -0.22
C -0.6831 -3.0474 -0.9141  -0.46
C -2.2403 1.3895 -0.8423  0.01
C -1.8878 -2.9275 -0.0115  -0.35
C 1.9544 0.1614 1.4040  -0.04
C 2.6273 1.1763 1.9834  -0.10
C -1.1668 0.9063 -1.7190  -0.58
C 2.6231 2.4213 1.4398  -0.06
C 0.2094 -0.5672 -0.3653  -0.54
C 1.7608 2.7152 0.3833  -0.03
H 3.1626 1.0365 2.8205  0.08
H -1.1985 -4.0247 1.4146  0.05
H -0.8873 -2.6993 -1.9183  0.08
H -2.3795 0.7492 -0.0114  0.07
H 3.2220 3.1647 1.8600  0.09
H -0.5388 -4.0415 -1.0836  0.05
H -2.7302 -2.2925 -0.3818  0.12
H 1.9928 -0.8947 1.9115  0.13
H 1.5249 3.6506 -0.1648  0.12
H -3.2118 1.3405 -1.3234  0.10
H 0.5519 2.0290 -1.0978  0.11
H -1.9644 2.3261 -0.4225  0.08

## Properties
Gap between HOMO and LUMO ... 9.175 eV
SMILES ... [H]/N=C\CS/C(=N/C(C)=O)c1ccccc1
LUMO ... -0.0020 Eh
Molecular weight ... 220.30 g/mol

Entry two
An isolated molecule of C11H12N2OS. Source: OMol25; level of theory: ωB97M-V with the def2-TZVPD basis set.

Each line ends with the Löwdin charge.
Geometry (Å):
S -3.5294 -1.3797 -0.8722  0.98
O 1.3526 1.3773 -0.2901  -0.18
N -0.0152 -0.0046 1.6429  0.01
N 1.6903 -2.8030 0.1003  0.05
C 2.2736 2.2274 -0.9742  -0.06
C 0.8781 -2.0596 0.8781  -0.12
C -2.1344 0.2703 0.4071  -0.25
C 1.7870 0.0558 -0.0353  -0.13
C 2.8663 -0.7165 -0.6851  0.00
C 2.6221 -2.0571 -0.5993  -0.19
C -4.2913 0.0918 -0.4365  -0.44
C -3.4735 0.8595 0.2283  -0.19
C 0.8057 -0.6517 0.7182  -0.25
C -0.8801 1.0484 0.9892  -0.11
C -2.1058 -1.0422 -0.1341  -0.44
H -0.2725 1.5285 0.1817  0.10
H -1.1466 1.8850 1.8092  0.15
H 1.6784 3.1372 -1.0881  0.09
H 2.3322 1.7839 -2.0102  0.11
H -5.2968 0.1926 -0.8220  0.07
H -0.5036 -0.5580 2.3217  0.12
H -1.1569 -1.7052 -0.0747  0.09
H 3.6256 -0.3351 -1.4474  0.13
H -3.7497 1.9560 0.3314  0.13
H 3.2737 2.3246 -0.4971  0.11
H 0.1046 -2.6285 1.4978  0.14
H 3.2657 -2.7970 -1.1397  0.11

## Properties
Gap between HOMO and LUMO ... 8.515 eV
SMILES ... COc1ccncc1NCc1ccsc1
LUMO ... 0.0266 Eh
Molecular weight ... 220.30 g/mol

Energies relative to the minimum, eV: entry one 0.000; entry two 1.436

Entry one
A structure of composition H14NaO7. Source: OMol25; level of theory: ωB97M-V with the def2-TZVPD basis set.

Each line ends with the Löwdin charge.
Geometry (Å):
Na 0.1989 0.1030 0.1677  0.92
O 0.3953 2.6559 3.3600  -0.05
O -1.7316 3.6263 -2.4532  -0.05
O 3.8241 1.5078 -1.1386  -0.06
O 1.5691 -2.7275 3.1312  -0.06
O -3.3363 -0.7328 1.9551  -0.06
O 0.0825 0.0285 -3.8422  -0.05
O -1.2389 -3.5509 -0.9866  -0.06
H -1.3200 2.8438 -2.8200  0.01
H 4.6210 1.1209 -0.7758  0.04
H -1.2894 4.3560 -2.8871  0.04
H -0.8463 -4.3101 -1.4175  0.04
H -2.1763 -3.6336 -1.1618  0.03
H 0.2995 2.7574 4.3070  0.04
H 1.2056 -3.5503 2.8040  0.03
H -3.4043 -1.6801 1.8358  0.03
H 1.3452 -2.7195 4.0618  0.04
H -0.4340 -0.6070 -4.3378  0.04
H 4.0517 2.4243 -1.2944  0.04
H 0.9828 -0.1139 -4.1345  0.04
H 1.3398 2.6928 3.2089  0.03
H -4.1386 -0.4911 2.4179  0.04

## Properties
Gap between HOMO and LUMO ... 9.662 eV
Charge ... +1
LUMO ... -0.1532 Eh
Molecular weight ... 149.10 g/mol

Entry two
A structure of composition H14NaO7. Source: OMol25; level of theory: ωB97M-V with the def2-TZVPD basis set.

Each line ends with the Löwdin charge.
Geometry (Å):
Na 0.3860 -0.2650 -0.2201  0.48
O -3.2556 0.2953 0.5493  -0.05
O -0.6742 1.5213 -1.6626  -0.03
O -1.7399 -1.6003 -0.9015  -0.02
O 2.2721 0.6204 -1.6406  -0.03
O 1.0895 2.1434 0.4999  -0.03
O 2.5262 -1.4692 0.8495  -0.01
O -0.3091 -1.1880 1.9359  -0.02
H -0.3805 1.5302 -2.5736  0.07
H 0.1862 2.1721 0.8153  0.05
H -0.3442 -2.1443 1.9161  0.06
H 1.2659 3.0338 0.1959  0.07
H 0.3378 -0.9856 2.6118  0.06
H -1.6354 -2.5453 -0.7902  0.07
H 2.7024 -2.4091 0.8898  0.06
H -3.4477 -0.0721 1.4121  0.04
H 1.9770 1.5219 -1.7690  0.03
H -1.4078 2.1357 -1.6408  0.07
H -2.3932 -1.5112 -1.5955  0.08
H -2.5626 -0.2645 0.1990  -0.04
H 2.7865 0.6489 -0.8339  0.04
H 2.6203 -1.1684 1.7533  0.05

## Properties
Gap between HOMO and LUMO ... 10.741 eV
Charge ... +1
LUMO ... -0.1251 Eh
Molecular weight ... 149.10 g/mol

Energies relative to the minimum, eV: entry one 1.882; entry two 0.000